This record from the Open Molecules 2025 dataset describes C36H53NP2Sn as an isolated structure. The level of theory is ωB97M-V/def2-TZVPD.

Structure (XYZ):
```
93
Properties=species:S:1:pos:R:3:forces:R:3:lowdin_charge:R:1
Sn 0.2812 0.7588 -1.9302 2.8 -0.9 2.2 1.15
C -1.2376 1.3680 1.6205 -0.1 0.4 -0.1 -0.16
C -1.9600 0.1820 1.3112 -0.1 -0.2 0.0 -0.16
C 0.0380 -0.4251 2.2604 0.5 -0.5 0.0 -0.11
C -0.0025 0.9879 2.2044 0.8 0.4 0.1 -0.13
C -1.1703 -0.9273 1.7053 0.3 0.0 0.1 -0.14
C -1.6939 2.7619 1.4160 -0.1 0.2 -0.1 0.00
H -2.5671 2.8023 0.7578 0.1 0.1 0.1 0.08
H -0.8998 3.3868 0.9850 -0.1 -0.1 0.2 0.10
H -1.9853 3.2218 2.3729 0.1 -0.1 -0.2 0.12
C 1.1020 1.8828 2.6237 -0.3 0.3 0.1 0.02
H 0.7914 2.9329 2.5714 0.1 -0.2 0.1 0.09
H 1.9793 1.7496 1.9701 0.0 -0.1 0.1 0.09
H 1.4250 1.6698 3.6524 0.0 0.0 -0.2 0.11
C 1.1851 -1.2158 2.7620 -0.3 -0.3 0.3 0.02
H 1.5663 -0.8128 3.7142 -0.1 0.0 -0.4 0.11
H 2.0169 -1.1915 2.0362 -0.1 0.2 -0.1 0.09
H 0.9051 -2.2649 2.9228 0.1 0.3 -0.1 0.09
C -1.5295 -2.3584 1.6090 -0.3 -0.2 -0.1 0.00
H -1.4814 -2.8332 2.5991 0.0 0.0 -0.2 0.12
H -0.8461 -2.9082 0.9450 -0.1 0.1 0.2 0.08
H -2.5463 -2.4753 1.2273 0.1 -0.1 0.1 0.09
C -3.3427 0.1135 0.7889 -0.3 0.0 -0.2 -0.01
H -4.0508 -0.0599 1.6148 0.1 0.0 -0.2 0.12
H -3.4636 -0.7149 0.0798 0.0 0.1 0.1 0.09
H -3.6379 1.0450 0.2942 0.0 -0.2 0.1 0.08
C -0.6948 1.8075 -6.0640 0.9 -1.1 0.0 -0.24
C -1.7164 2.6312 -5.4315 -2.3 2.1 2.0 -0.40
C -3.2030 2.3528 -5.5684 -0.1 0.2 -0.6 -0.18
C -3.5577 0.8655 -5.6956 -0.1 0.6 0.0 -0.15
C -2.6307 -0.0743 -4.9509 -1.0 -1.5 -0.7 -0.18
C -1.7103 -0.8444 -5.5583 -1.1 -0.7 -0.3 -0.13
C -1.1915 -0.6105 -6.9299 0.0 -0.1 -0.1 -0.16
C -0.9755 0.8837 -7.2388 0.5 0.4 -0.6 -0.15
H -3.5796 2.8965 -6.4496 -0.1 -0.2 0.3 0.13
H -3.6122 0.6237 -6.7668 0.1 -0.3 0.4 0.12
H -3.7216 2.7555 -4.6858 0.2 0.2 -0.3 0.11
H -1.8163 1.2646 -7.8526 0.4 0.0 0.6 0.13
H 0.3148 2.2088 -6.1432 -0.2 0.5 0.1 0.13
H -1.5513 3.7063 -5.3780 -0.1 0.0 -0.4 0.11
H -0.0932 0.9372 -7.8996 -0.4 0.1 0.2 0.13
H -0.2710 -1.1877 -7.1088 -0.2 0.2 0.2 0.12
H -1.4651 -1.8222 -5.1523 0.2 0.5 0.3 0.08
H -1.9077 -0.9910 -7.6749 0.1 0.0 0.3 0.14
H -4.5735 0.7431 -5.2785 0.4 -0.2 -0.3 0.13
H -3.0627 -0.4474 -4.0198 0.3 -0.1 -0.3 0.08
P -0.9045 1.7184 -4.0763 -0.8 3.4 -3.9 0.80
P -0.0469 -1.8716 -2.2494 0.7 0.6 -0.8 0.79
C 0.7981 0.0860 -4.2520 0.4 -0.8 0.3 -0.36
C 0.8198 -1.3760 -3.8387 0.5 -1.1 0.0 -0.42
H 1.7583 0.6226 -4.1330 -0.1 -0.5 0.1 0.04
H 0.5750 0.1523 -5.3372 -0.3 0.1 1.3 0.06
H 0.3452 -2.0177 -4.5891 0.4 0.2 -0.1 0.07
H 1.8715 -1.6705 -3.7392 -0.2 -0.4 0.2 0.06
C 1.0120 -3.1884 -1.6135 -0.1 -0.2 0.4 -0.21
H 0.7132 -3.4479 -0.5909 0.1 -0.1 -0.2 0.04
H 2.0575 -2.8652 -1.6116 -0.1 0.1 0.0 0.04
H 0.9054 -4.0652 -2.2611 0.0 0.1 0.1 0.08
C -1.6237 -2.6355 -2.7309 -0.3 -0.2 0.0 -0.24
H -1.4805 -3.2206 -3.6518 -0.1 0.1 0.3 0.06
H -2.4064 -1.8853 -2.9008 0.3 -0.3 0.1 0.03
H -1.9717 -3.3167 -1.9435 0.1 0.2 -0.1 0.06
C 0.1768 3.1805 -3.5802 0.3 -0.4 0.1 -0.23
H -0.0602 3.5199 -2.5643 0.1 0.0 -0.2 0.04
H 0.0129 4.0276 -4.2620 0.0 -0.5 0.2 0.07
H 1.2396 2.9213 -3.6286 0.0 0.1 0.1 0.04
C -2.2065 1.7280 -2.6808 -0.6 -0.9 0.6 -0.23
H -1.8612 1.5027 -1.6377 -0.6 0.3 -0.8 -0.05
H -2.9956 0.9864 -2.8938 0.4 0.7 0.1 0.05
H -2.6516 2.7378 -2.6531 0.4 -0.3 -0.3 0.09
C 5.0232 -2.4568 -3.0387 0.0 -0.3 -0.2 -0.10
C 4.3738 -1.3021 -3.4735 0.2 0.0 0.0 -0.12
C 3.8369 -0.4056 -2.5517 -0.1 -0.7 0.7 -0.08
C 3.8490 -0.7226 -1.1637 0.3 0.0 -0.8 -0.35
C 4.5026 -1.9095 -0.7406 0.0 0.4 -0.4 -0.04
C 5.1007 -2.7543 -1.6735 -0.3 0.5 0.2 -0.08
N 3.2211 0.0982 -0.2539 -2.1 -0.4 -0.1 0.01
C 4.0053 0.8838 0.5604 0.7 0.8 0.6 -0.36
C 4.4572 0.4433 1.8343 -0.1 0.4 -0.6 -0.06
C 5.3787 1.2087 2.5482 0.0 0.2 -0.1 -0.08
C 5.8443 2.4245 2.0354 -0.1 0.1 0.1 -0.08
C 5.3455 2.9090 0.8181 -0.2 -0.1 0.2 -0.08
C 4.4150 2.1650 0.1039 0.1 -0.6 0.3 -0.04
H 5.4906 -3.1340 -3.7590 -0.2 0.3 0.2 0.11
H 4.3082 -1.0854 -4.5411 0.2 0.0 0.2 0.11
H 3.4221 0.5615 -2.8514 0.2 -0.3 0.1 0.08
H 4.5383 -2.1018 0.3334 0.0 -0.1 -0.3 0.11
H 5.6274 -3.6333 -1.3140 -0.1 0.0 -0.2 0.11
H 4.1182 -0.5260 2.2019 0.2 0.2 -0.1 0.09
H 5.7408 0.8455 3.5098 0.0 0.1 -0.2 0.11
H 6.5834 3.0103 2.5926 -0.3 -0.3 -0.2 0.11
H 5.6747 3.8675 0.4203 0.0 -0.2 0.2 0.11
H 3.9987 2.5036 -0.8453 0.2 0.0 0.2 0.10
```
Forces are in eV/Å.

As for the total charge: +2. As for the frontier orbital gap (alpha / beta): 3.40 / 3.34 eV. As for the molecular weight: 680.49 g mol⁻¹. The total energy comes out at -2354.3820 Eh. The maximum force comes out at 0.1011 Eh/bohr.


This record from the Open Molecules 2025 dataset describes C36H54BF2P3ScSi as an isolated structure. The level of theory is ωB97M-V/def2-TZVPD.

Structure (XYZ):
```
98
Properties=species:S:1:pos:R:3:forces:R:3:nbo_charge:R:1
Sc -0.4045 1.3318 -0.1993 0.2 -0.8 0.0 1.54
C 2.3727 4.4246 0.7286 0.0 0.0 0.0 -0.60
C 3.0380 3.0501 0.6582 0.1 0.1 0.1 -0.52
C 3.5170 2.7588 -0.7589 0.0 0.0 -0.1 -0.59
P 1.8852 1.7372 1.2375 -0.2 -0.1 -0.2 0.82
C 1.3944 2.2632 2.9369 0.0 0.0 0.1 -0.51
C 2.5785 2.5268 3.8627 0.0 0.0 0.0 -0.62
C 0.4351 1.2502 3.5535 0.0 -0.1 0.0 -0.58
C 2.8986 0.2300 1.4392 0.1 0.0 0.0 -0.35
C 4.2482 0.2998 1.7921 0.0 0.0 0.0 -0.20
C 5.0063 -0.8555 1.8891 0.0 0.0 0.0 -0.20
C 4.4201 -2.0912 1.6425 0.0 0.0 0.0 -0.20
C 3.0791 -2.1635 1.3013 0.0 0.0 0.0 -0.14
C 2.2939 -1.0129 1.1898 0.2 0.0 0.0 -0.49
Si 0.4964 -1.0160 0.6312 0.0 0.1 0.0 0.79
C 0.2397 -2.2285 -0.8033 0.0 -0.1 -0.1 -0.52
C -0.0858 -3.5725 -0.5882 0.0 0.1 0.0 -0.15
C -0.3866 -4.4237 -1.6403 0.0 0.0 0.0 -0.21
C -0.3749 -3.9453 -2.9440 0.0 0.0 0.0 -0.19
C -0.0563 -2.6193 -3.1871 0.0 0.0 0.0 -0.24
C 0.2479 -1.7578 -2.1303 0.0 0.0 0.0 -0.25
P 0.6554 -0.0014 -2.4229 -0.1 0.1 0.2 0.77
C 2.3932 0.0156 -3.0601 0.1 0.0 -0.1 -0.50
C 2.5296 -0.5937 -4.4559 0.0 0.0 0.0 -0.62
C 3.3434 -0.6921 -2.1000 0.0 -0.1 0.0 -0.60
C -0.3716 0.5283 -3.8544 0.1 0.0 -0.1 -0.52
C 0.0570 1.9238 -4.3089 0.0 0.1 0.0 -0.61
C -1.8404 0.5142 -3.4572 -0.1 0.0 0.0 -0.59
C -0.5767 -1.6674 2.0315 0.0 -0.1 0.1 -0.46
C -0.0864 -2.4703 3.0647 0.0 0.0 0.0 -0.21
C -0.9127 -2.9254 4.0795 0.0 0.0 0.0 -0.18
C -2.2630 -2.6063 4.0621 0.0 0.0 0.0 -0.21
C -2.7731 -1.8219 3.0407 0.0 0.0 0.0 -0.14
C -1.9382 -1.3213 2.0386 -0.1 -0.1 0.0 -0.35
P -2.5530 -0.2790 0.6582 0.3 0.2 0.0 0.79
C -3.3478 -1.4641 -0.5183 0.0 -0.1 -0.1 -0.51
C -4.3612 -0.7846 -1.4404 -0.1 0.0 0.0 -0.61
C -3.9663 -2.6990 0.1351 0.0 0.0 0.0 -0.61
C -3.7903 0.9365 1.3162 -0.1 0.0 0.1 -0.51
C -5.0976 0.4418 1.9416 0.0 0.0 0.0 -0.61
C -4.1387 1.9813 0.2417 0.0 0.0 -0.1 -0.59
H 3.0765 5.1889 0.3960 0.0 0.0 0.0 0.23
H 2.0483 4.6906 1.7341 0.0 0.0 0.0 0.22
H 1.5066 4.4743 0.0636 0.0 0.0 0.0 0.21
H 3.8980 3.0500 1.3330 0.0 0.0 0.0 0.23
H 2.6656 2.6977 -1.4442 0.0 0.0 0.0 0.20
H 4.0789 1.8272 -0.8247 0.0 0.0 0.0 0.22
H 4.1581 3.5697 -1.1083 0.0 0.0 0.0 0.23
H 0.8442 3.1950 2.7769 0.0 0.0 0.0 0.24
H 3.1606 1.6173 4.0230 0.0 0.0 0.0 0.22
H 2.2152 2.8584 4.8372 0.0 0.0 0.0 0.23
H 3.2463 3.3010 3.4844 0.0 0.0 0.0 0.21
H 0.9151 0.2792 3.6921 0.0 0.0 0.0 0.22
H -0.4581 1.0884 2.9450 0.0 0.0 0.0 0.20
H 0.1060 1.6026 4.5326 0.0 0.0 0.0 0.23
H 4.7220 1.2548 1.9806 0.0 0.0 0.0 0.22
H 6.0543 -0.7925 2.1511 0.0 0.0 0.0 0.23
H 5.0147 -2.9933 1.7079 0.0 0.0 0.0 0.23
H 2.6420 -3.1343 1.0905 0.0 0.0 0.0 0.20
H -0.1280 -3.9545 0.4264 0.0 0.0 0.0 0.21
H -0.6417 -5.4576 -1.4460 0.0 0.0 0.0 0.23
H -0.6184 -4.6017 -3.7691 0.0 0.0 0.0 0.23
H -0.0621 -2.2576 -4.2077 0.0 0.0 0.0 0.22
H 2.6624 1.0747 -3.1057 0.0 0.0 0.0 0.23
H 2.2657 -1.6525 -4.4478 0.0 0.0 0.0 0.22
H 3.5714 -0.5242 -4.7744 0.0 0.0 0.0 0.23
H 1.9265 -0.0907 -5.2094 0.0 0.0 0.0 0.21
H 3.1199 -1.7603 -2.0526 0.0 0.0 0.0 0.22
H 3.2939 -0.2999 -1.0875 0.0 0.0 0.0 0.22
H 4.3688 -0.5810 -2.4574 0.0 0.0 0.0 0.22
H -0.2207 -0.1786 -4.6731 0.0 0.0 0.0 0.23
H -0.0464 2.6481 -3.4958 0.0 0.0 0.0 0.22
H -0.5780 2.2595 -5.1303 0.0 0.0 0.0 0.23
H 1.0892 1.9523 -4.6582 0.0 0.0 0.0 0.22
H -2.0381 1.2505 -2.6659 0.0 0.0 0.0 0.19
H -2.1669 -0.4658 -3.1080 0.0 0.0 0.0 0.22
H -2.4706 0.8028 -4.3008 0.0 0.0 0.0 0.24
H 0.9657 -2.7321 3.0838 0.0 0.0 0.0 0.22
H -0.5088 -3.5366 4.8765 0.0 0.0 0.0 0.22
H -2.9206 -2.9719 4.8396 0.0 0.0 0.0 0.22
H -3.8322 -1.6254 3.0248 0.0 0.0 0.0 0.20
H -2.4937 -1.8014 -1.1189 0.0 0.0 0.0 0.24
H -5.2898 -0.5769 -0.9076 0.0 0.0 0.0 0.21
H -4.6055 -1.4567 -2.2648 0.0 0.0 0.0 0.23
H -4.0036 0.1513 -1.8650 0.0 0.0 0.0 0.21
H -4.7845 -2.4382 0.8087 0.0 0.0 0.0 0.21
H -3.2354 -3.2789 0.6957 0.0 0.0 0.0 0.22
H -4.3772 -3.3418 -0.6464 0.0 0.0 0.0 0.22
H -3.2041 1.4461 2.0903 0.0 0.0 0.0 0.24
H -5.6617 -0.1845 1.2497 0.0 0.0 0.0 0.21
H -5.7233 1.3065 2.1726 0.0 0.0 0.0 0.23
H -4.9594 -0.1027 2.8692 0.0 0.0 0.0 0.21
H -5.0024 1.6656 -0.3423 0.0 0.0 0.0 0.22
H -3.3319 2.1721 -0.4712 0.0 0.0 0.0 0.19
H -4.3908 2.9298 0.7166 0.0 0.0 0.0 0.23
F -1.1570 2.9080 0.9972 -0.2 0.4 0.2 -0.61
B -1.0692 3.5420 -0.3436 0.1 0.3 -0.2 0.50
F -1.4400 4.7860 -0.2759 -0.1 0.1 0.1 -0.48
```
Forces are in eV/Å.

As for the total charge: +1. As for the frontier orbital gap: 7.30 eV. As for the molecular weight: 701.60 g mol⁻¹. The total energy comes out at -3703.0055 Eh. The maximum force comes out at 0.0161 Eh/bohr.